ORCA calculation (ωB97M-V with the def2-TZVPD basis set) on the molecule C3H3PS.

Geometry as XYZ:
```
8
Properties=species:S:1:pos:R:3:forces:R:3:nbo_charge:R:1
C 0.234 -0.456 -0.210 1.3932 -1.5339 -0.3099 -0.24
C 1.540 0.053 -0.142 -0.5999 -1.0366 0.0511 -0.45
C -1.133 0.038 -0.032 0.3477 0.8179 3.1221 -0.69
P 1.394 -1.752 -0.034 -1.3632 1.5378 -0.3689 0.67
S 2.480 1.338 -0.002 0.3776 0.7437 -0.0821 -0.04
H -1.786 0.487 -0.708 -0.2021 0.4664 -2.3556 0.26
H -0.922 0.936 0.626 -0.4967 -0.8427 -0.1481 0.25
H -1.806 -0.643 0.502 0.5434 -0.1526 0.0913 0.24
```
Positions in Å, forces in eV/Å.

Calculated values
Structure (SMILES): Cc1pc1=S

***

ORCA calculation (ωB97M-V with the def2-TZVPD basis set) on a cluster of 10 separate species, C20H60O20 in total.

Geometry as XYZ:
```
100
Properties=species:S:1:pos:R:3:forces:R:3:mulliken_charge:R:1
C 6.511 -22.422 8.689 -1.6325 -0.0730 -0.5383 0.12
C 5.562 -21.230 8.804 1.4672 1.6602 1.0332 -0.41
O 5.177 -21.014 10.172 -0.7336 -0.6454 -1.0145 -0.54
O 5.726 -23.553 9.061 0.6079 -0.8308 0.1732 -0.51
H 7.389 -22.271 9.316 -0.1893 -0.0995 0.5216 -0.11
H 6.926 -22.580 7.693 -0.1546 0.3359 -0.3385 0.28
H 4.673 -21.121 8.183 0.0246 -0.9316 -0.0077 0.34
H 6.175 -20.368 8.543 0.1927 0.4161 -0.3799 0.25
H 5.979 -21.104 10.691 0.3206 0.2183 0.1840 0.43
H 5.634 -24.112 8.286 -0.0775 -0.0359 0.1279 0.31
C 7.627 -20.280 14.220 -0.4291 0.1393 -1.3455 -0.79
C 6.781 -20.785 13.060 -1.3500 -0.0056 0.8035 -0.36
O 7.307 -20.586 11.757 -0.1462 0.2363 1.1899 -0.55
O 8.787 -21.072 14.261 1.1211 -0.2621 0.3292 -0.39
H 7.105 -20.332 15.175 -0.2266 0.1214 -0.0839 0.38
H 7.907 -19.253 13.987 0.2431 0.0145 0.3127 0.28
H 5.785 -20.353 13.155 0.0174 0.6460 -0.5268 0.45
H 6.520 -21.825 13.252 0.4931 -0.6034 -0.1783 0.33
H 8.255 -20.729 11.810 0.5068 -0.2528 -0.4304 0.21
H 8.531 -21.925 14.620 0.0044 -0.1848 0.0314 0.20
C 16.969 -20.960 9.591 -1.7212 0.4377 -0.3037 -0.37
C 15.718 -21.408 8.784 0.8113 -0.5718 0.5161 -0.69
O 14.936 -22.161 9.658 -1.9729 1.0492 1.0347 -0.28
O 16.546 -20.062 10.643 0.9211 -0.0232 -0.8772 -0.58
H 17.665 -20.485 8.900 0.1707 0.3587 0.4470 0.39
H 17.417 -21.845 10.043 0.1646 -0.1268 -0.1564 0.20
H 15.948 -22.060 7.941 0.5261 0.2147 -0.3595 0.38
H 15.073 -20.603 8.433 0.5179 0.3019 0.1336 0.22
H 15.272 -23.047 9.810 0.5696 -0.9843 -0.3726 0.17
H 15.691 -20.350 10.972 -0.1059 -0.3481 -0.0934 0.30
C 10.279 -22.874 10.916 1.0055 -0.0950 0.7924 -0.57
C 11.843 -22.985 10.994 -1.6979 1.9234 -0.3743 0.21
O 12.300 -23.075 9.652 -0.3993 -1.5573 -0.2014 1.30
O 9.855 -21.568 10.593 -0.1261 0.0417 -0.0959 -0.42
H 9.771 -23.040 11.867 0.4326 -0.4106 0.1588 0.56
H 9.924 -23.636 10.222 -0.1516 0.0086 -0.2667 -0.11
H 12.219 -23.713 11.712 0.0017 -0.2240 -0.2704 -0.07
H 12.202 -21.977 11.200 -0.1952 -0.0486 1.3485 0.10
H 13.225 -22.825 9.708 0.8067 0.2963 -0.6594 -0.14
H 10.160 -21.312 9.719 0.1190 0.2593 -0.4419 0.08
C 10.045 -24.562 7.536 -0.4386 0.4402 -0.8438 0.87
C 9.360 -25.023 6.204 1.0257 0.2402 0.2788 -0.91
O 8.546 -26.179 6.353 0.5607 0.0519 0.1874 -0.55
O 10.884 -23.404 7.307 -1.5320 -0.8843 -0.6122 -0.65
H 10.669 -25.326 8.001 -0.2612 -0.5335 -0.3475 -0.09
H 9.181 -24.425 8.187 0.1472 0.6559 0.5966 -0.07
H 10.181 -25.198 5.509 -0.2288 -0.4610 -0.2774 0.34
H 8.729 -24.258 5.751 0.3159 0.5570 0.2930 0.38
H 7.681 -25.871 6.632 -0.0521 -0.1484 0.0592 0.31
H 11.228 -23.124 8.159 0.3754 0.0269 0.4846 -0.05
C 12.745 -20.495 15.178 0.0585 0.3560 -0.3664 -0.42
C 12.194 -20.864 13.753 0.4384 1.1866 2.1218 0.05
O 11.431 -22.005 13.931 -1.1348 -1.0784 -0.5850 -0.46
O 11.817 -20.024 16.208 0.5274 0.0066 -1.5170 -0.55
H 13.490 -19.724 14.987 -0.0093 0.2669 0.5663 0.41
H 13.240 -21.371 15.597 0.2028 -0.0728 -0.3352 -0.09
H 12.998 -21.010 13.033 0.2537 -0.1313 0.2278 -0.04
H 11.540 -20.080 13.370 0.1923 0.3629 -0.0151 0.56
H 10.546 -21.638 13.880 -0.6900 -0.5144 0.1698 0.20
H 11.446 -20.784 16.664 0.0259 -0.1289 -0.1780 0.31
C 15.811 -25.079 11.089 -0.5475 -1.8265 -0.3257 -0.37
C 14.593 -25.850 11.644 0.5639 -0.1300 -0.7719 -0.12
O 14.451 -27.096 10.887 0.1958 1.1518 1.6503 -0.61
O 15.512 -24.617 9.786 0.0666 1.7779 0.5788 -0.72
H 16.619 -25.799 10.957 0.2283 -0.0937 0.5300 0.31
H 16.151 -24.270 11.736 -0.2304 0.2468 -0.2236 0.39
H 13.712 -25.211 11.579 -0.1867 -0.0447 -0.4359 -0.13
H 14.682 -26.001 12.720 0.3122 -0.7183 -0.0976 0.25
H 14.059 -26.858 10.044 -0.2427 0.1372 -0.3894 0.46
H 15.419 -25.267 9.086 0.2935 -0.7548 0.1391 0.25
C 14.751 -26.354 6.687 -0.9038 -0.5754 1.3881 -0.78
C 13.533 -25.648 7.298 -0.4484 1.6258 -1.5838 0.19
O 13.128 -26.010 8.587 0.8960 -1.8373 0.6543 -0.51
O 15.715 -26.326 7.764 -0.1296 -0.8626 -1.6229 -0.52
H 15.155 -26.020 5.731 -0.0864 1.5036 0.2960 0.37
H 14.419 -27.317 6.298 0.2509 -1.0190 1.1598 0.38
H 12.698 -25.817 6.617 -0.0661 0.2985 -0.2815 0.19
H 13.765 -24.585 7.349 -0.0786 0.2882 -0.3759 0.07
H 12.367 -25.516 8.900 0.1326 0.4927 -0.3398 0.17
H 16.488 -26.785 7.428 0.3606 -0.0109 0.4095 0.28
C 14.205 -24.250 16.772 0.4292 -0.1925 -1.7332 -0.35
C 13.460 -24.804 15.537 0.1580 1.0316 -0.1561 -0.41
O 13.325 -23.797 14.514 0.2927 -0.6632 0.5611 -0.04
O 15.535 -23.944 16.329 0.1766 -0.5090 0.6588 -0.59
H 14.220 -25.072 17.488 0.3626 0.3298 0.3335 0.36
H 13.830 -23.310 17.178 -0.7591 -0.2966 0.2027 0.22
H 12.480 -25.217 15.774 0.0005 -0.1523 0.1337 0.40
H 14.107 -25.556 15.086 -0.1031 -0.3019 0.3162 0.17
H 12.429 -23.457 14.575 -0.1897 0.5009 -0.2828 0.09
H 15.457 -23.374 15.560 -0.1709 0.1156 -0.1427 0.32
C 12.238 -20.201 7.978 -0.3470 -0.0765 0.6955 0.10
C 13.104 -19.274 7.155 -0.5622 0.7610 -0.9249 -0.64
O 13.353 -17.951 7.695 -0.6565 -1.3048 0.5776 -0.54
O 10.792 -19.967 8.047 1.5678 0.2451 0.6261 -0.41
H 12.701 -20.226 8.964 -0.7857 0.2416 0.5557 0.05
H 12.359 -21.231 7.643 0.2632 0.0734 -0.5591 0.18
H 12.572 -19.191 6.208 0.1892 0.2632 -0.4786 0.40
H 14.027 -19.824 6.967 0.1512 0.1604 -0.0200 0.41
H 13.894 -17.408 7.117 0.0086 -0.3649 -0.2900 0.32
H 10.460 -19.798 7.162 0.0811 -0.0727 -0.1608 0.28
```
Positions in Å, forces in eV/Å.

Calculated values
Structure (SMILES): OCCO.OCCO.OCCO.OCCO.OCCO.OCCO.OCCO.OCCO.OCCO.OCCO

***

ORCA calculation (ωB97M-V with the def2-TZVPD basis set) on the ion C2H5NO2 with charge +1.

Geometry as XYZ:
```
10
Properties=species:S:1:pos:R:3:forces:R:3:mulliken_spin:R:1
O 1.455 -0.505 1.120 0.2642 0.0849 0.3613 0.88
C 0.875 -1.090 0.178 -0.9955 0.0488 -0.9387 -0.02
N -0.024 -0.571 -0.618 1.3278 -0.7203 0.3189 0.03
C -0.404 0.873 -0.602 -0.4128 0.0488 -0.1336 0.01
O -1.632 1.035 -0.010 0.3174 0.0631 -0.0731 0.02
H 1.142 -2.148 0.011 0.2337 0.0599 0.3224 0.07
H -0.277 -1.199 -1.372 -0.4885 0.2620 -0.0943 0.00
H 0.417 1.403 -0.117 -0.0052 0.0541 0.0761 0.00
H -0.476 1.176 -1.640 0.0287 0.0245 -0.1303 0.00
H -1.508 1.174 0.932 -0.2697 0.0742 0.2913 0.00
```
Positions in Å, forces in eV/Å.

Calculated values
Multiplicity: 2
Total charge: +1
Expectation value of S²: 0.755

***

In order of appearance, energy relative to the best compared isomer or geometry (same formula, charge and spin) = 11.56 64.14 20.76 kcal per mole.